No. 1
A molecular structure, C13H13ClN2O in a non-equilibrium geometry. Source: OMol25; level of theory: ωB97M-V/def2-TZVPD.

The geometry in XYZ format:
```
30
C13H13ClN2O ωB97M-V/def2-TZVPD
N -4.3642 -1.2645 1.3250
C -3.1884 -1.5591 1.3725
O -2.7930 -2.7472 1.0045
C -2.1770 -0.4236 1.8267
C -1.0376 -0.1284 0.8489
C -0.2207 0.9146 0.6157
C 0.9364 0.5782 -0.1721
C 1.7124 1.2308 -1.0782
C 2.6424 0.5322 -1.8631
C 2.5552 -0.8281 -1.8821
C 1.6924 -1.7872 -1.3393
C 0.7549 -0.9736 -0.6224
N -0.3989 -1.1955 0.2778
H -0.6716 -2.4309 0.3593
H 1.5177 -2.6269 -1.4794
H 3.4443 -1.3407 -2.4685
Cl 3.8852 1.5273 -2.4822
H 1.8976 2.3241 -0.7972
C -0.8298 2.0654 1.0591
H -1.1461 2.6569 0.3718
C -1.6416 2.0095 2.2016
C -2.5384 0.8386 2.0206
H -3.1863 1.1253 1.0676
H -3.3041 0.8592 2.8923
H -1.1691 1.5252 2.8987
H -2.1674 2.8886 2.5983
H 0.1504 2.9319 1.4397
H -1.8104 -0.9685 2.7287
H -4.6084 -0.3173 1.5571
H -4.9947 -1.9303 0.9930
```

Properties
Spin multiplicity: 1
LUMO: 0.45 eV
HOMO level: -7.65 eV
Gap between HOMO and LUMO: 0.298 hartree

Löwdin atomic charge list, values in e, 5 entries: N 0.23; C -0.47; O -0.05; C -0.21; C -0.16

---

No. 2
2 unconnected molecules or ions with the total composition C4H12 in a non-equilibrium geometry. Source: OMol25; level of theory: ωB97M-V/def2-TZVPD.

The geometry in XYZ format:
```
16
C4H12 ωB97M-V/def2-TZVPD
C -0.2307 -0.8766 2.1315
C -1.4537 0.0380 1.8260
H -0.5680 -1.7174 2.7345
H 0.1463 -1.3697 1.2301
H 0.4921 -0.2794 2.6677
H -2.1897 -0.5023 1.2399
H -1.7931 0.3513 2.8118
H -1.0817 0.9483 1.3467
C 0.1916 0.3166 -1.7019
C 1.4841 0.5387 -2.3068
H -0.5364 -0.2712 -2.3555
H 0.1857 -0.3571 -0.8311
H -0.2645 1.2958 -1.4904
H 2.1387 0.9183 -1.4141
H 1.4459 1.1937 -3.1663
H 2.1731 -0.3343 -2.4402
```

Properties
Spin multiplicity: 2
LUMO (alpha / beta): -3.62 / -11.53 eV
HOMO level (alpha / beta): -14.98 / -14.97 eV
Gap between HOMO and LUMO (alpha / beta): 0.418 / 0.126 hartree
Total charge: +1
Energy relative to the best compared isomer or geometry (same formula, charge and spin): 60.3 kJ/mol

Löwdin atomic charge list, values in e, 5 entries: C -0.16; C -0.16; H 0.07; H 0.04; H 0.06

---

No. 3
C20H27NO in the gas phase. Source: OMol25; level of theory: ωB97M-V/def2-TZVPD.

The geometry in XYZ format:
```
49
C20H27NO ωB97M-V/def2-TZVPD
C 2.7848 2.9503 -0.9053
C 1.3770 2.5969 -0.5340
C 0.3846 2.5251 -1.4969
C -0.9151 2.1834 -1.1625
C -1.2461 1.8941 0.1538
O -2.4974 1.5613 0.6002
C -3.5010 1.2155 -0.3279
C -3.2158 -0.1117 -1.0368
C -3.0426 -1.2550 -0.0372
C -2.2331 -2.4203 -0.6294
N -0.8155 -2.1673 -0.7967
C -0.0105 -2.1924 0.4183
C 0.2520 -3.6460 0.8369
C 1.3217 -1.5265 0.1761
C 1.9595 -1.6460 -1.0518
C 3.2081 -1.0861 -1.2520
C 3.8400 -0.4085 -0.2233
C 3.2109 -0.2854 1.0031
C 1.9585 -0.8384 1.1994
C -0.2545 1.9646 1.1435
C -0.6187 1.6697 2.5660
C 1.0320 2.3174 0.7824
H 2.8015 3.6694 -1.7215
H 3.3158 2.0550 -1.2298
H 3.3164 3.3690 -0.0543
H 0.6209 2.7436 -2.5285
H -1.6623 2.1624 -1.9411
H -4.4073 1.1260 0.2782
H -3.6544 2.0193 -1.0600
H -4.0339 -0.3268 -1.7263
H -2.3017 -0.0061 -1.6251
H -4.0205 -1.6170 0.2848
H -2.5242 -0.8743 0.8456
H -2.6361 -2.6682 -1.6174
H -2.3470 -3.3011 0.0050
H -0.6810 -1.2751 -1.2628
H -0.5084 -1.6750 1.2587
H -0.6702 -4.1454 1.1221
H 0.9343 -3.6690 1.6831
H 0.6989 -4.1849 0.0061
H 1.4708 -2.1886 -1.8468
H 3.6941 -1.1861 -2.2122
H 4.8221 0.0166 -0.3744
H 3.7000 0.2409 1.8101
H 1.4721 -0.7398 2.1593
H 0.2552 1.7267 3.2096
H -1.0578 0.6760 2.6454
H -1.3666 2.3797 2.9163
H 1.7901 2.3779 1.5500
```

Properties
Spin multiplicity: 1
LUMO: 0.92 eV
HOMO level: -8.07 eV
Structure (SMILES): Cc1ccc(OCCCCN[C@@H](C)c2ccccc2)c(C)c1
Gap between HOMO and LUMO: 0.331 hartree
Energy relative to the best compared isomer or geometry (same formula, charge and spin): 22.8 kJ/mol

Löwdin atomic charge list, values in e, 5 entries: C -0.05; C -0.28; C -0.04; C -0.02; C -0.23

---

No. 4
A molecular structure, C10H19NOScSi in a non-equilibrium geometry. Source: OMol25; level of theory: ωB97M-V/def2-TZVPD.

The geometry in XYZ format:
```
33
C10H19NOScSi ωB97M-V/def2-TZVPD
C 2.1501 -0.4539 -2.7555
C 1.7976 0.9356 -2.7198
C 0.3682 1.0328 -2.7499
C -0.1642 -0.2967 -2.7948
C 0.9364 -1.2166 -2.7891
Sc 1.0744 -0.0834 -0.5337
N 2.0239 -1.6882 0.1457
C 2.7976 -0.0690 0.6874
C 2.5729 1.3060 0.1921
H -0.2095 1.9565 -2.8126
H 2.4916 1.7757 -2.7332
H -1.2188 -0.5583 -2.8673
H 0.8642 -2.3030 -2.8442
H 3.1627 -0.8583 -2.8083
H 3.3628 1.6883 -0.4579
H 2.5922 -0.0892 1.7752
H 2.3946 -2.4349 0.7382
H 2.2788 2.0236 0.9653
H 3.8439 -0.3026 0.4472
C -2.8493 -1.6112 1.0951
Si -1.9355 0.0181 1.3859
C -3.1271 1.4400 1.0355
C -1.4205 0.0591 3.2041
O -0.6202 0.1696 0.4597
H -3.7378 -1.6775 1.7382
H -2.2055 -2.4705 1.3242
H -3.1810 -1.7101 0.0535
H -4.0089 1.3921 1.6877
H -2.6344 2.4070 1.2007
H -3.4735 1.4177 -0.0062
H -0.7668 -0.7913 3.4398
H -0.8652 0.9787 3.4296
H -2.2937 0.0138 3.8676
```

Properties
Spin multiplicity: 1
LUMO: 3.20 eV
HOMO level: -3.76 eV
Gap between HOMO and LUMO: 0.256 hartree
Total charge: -1

Löwdin atomic charge list, values in e, 5 entries: C -0.21; C -0.21; C -0.19; C -0.19; C -0.20

---

No. 5
A molecular structure, C2H4LiOPm in a non-equilibrium geometry. Source: OMol25; level of theory: ωB97M-V/def2-TZVPD.

The geometry in XYZ format:
```
9
C2H4LiOPm ωB97M-V/def2-TZVPD
O 1.0844 0.1827 -0.5325
Pm 2.3637 -1.1815 -1.9109
C -0.2874 0.3779 -0.4313
C -0.9549 -0.2419 0.7317
H -0.6324 1.3296 -0.8547
H -0.4240 -0.9039 1.4267
H -1.9181 0.1886 1.0186
Li 1.7674 1.0928 1.1380
H -0.9986 -0.8444 -0.5856
```

Properties
Spin multiplicity: 6
LUMO (alpha / beta): -13.42 / -13.37 eV
HOMO level (alpha / beta): -20.78 / -24.48 eV
Gap between HOMO and LUMO (alpha / beta): 0.271 / 0.408 hartree
Total charge: +3
Energy relative to the best compared isomer or geometry (same formula, charge and spin): 0.0 kJ/mol

Löwdin atomic charge list, values in e, 5 entries: O -0.53; Pm 1.89; C -0.21; C 0.21; H 0.18

---

No. 6
2 unconnected molecules or ions with the total composition C2H3N4 in a non-equilibrium geometry. Source: OMol25; level of theory: ωB97M-V/def2-TZVPD.

The geometry in XYZ format:
```
9
C2H3N4 ωB97M-V/def2-TZVPD
C 1.4570 0.6347 -0.6182
C 3.1280 -0.6741 0.4918
N 2.4380 0.0447 -0.1565
N -1.6067 -0.6810 0.5358
N -2.6445 -0.3640 0.2290
N -3.6030 0.0698 -0.2885
H 3.9658 -0.9275 0.8939
H 1.4619 1.6787 -0.8839
H -4.5964 0.2187 -0.2035
```

Properties
Spin multiplicity: 1
LUMO (alpha / beta): -8.29 / -8.32 eV
HOMO level (alpha / beta): -12.82 / -12.83 eV
Gap between HOMO and LUMO (alpha / beta): 0.167 / 0.166 hartree
Total charge: +1
Energy relative to the best compared isomer or geometry (same formula, charge and spin): 456.8 kJ/mol

Löwdin atomic charge list, values in e, 5 entries: C 0.32; C 0.41; N 0.06; N 0.13; N -0.34